ORCA calculation (ωB97M-V/def2-TZVPD) on a structure of composition C4H3InO6.

total charge	+2
LUMO energy (alpha / beta)	-10.77 / -11.72	eV
HOMO-LUMO gap (alpha / beta)	9.311 / 6.292	eV
HOMO (alpha / beta)	-20.078 / -18.007	eV
ΔE to the lowest compared entry with this formula, charge and spin	0.0	kJ/mol
electronic energy	-794.915001	Ha

XYZ file:
```
14
C4H3InO6 | OMol25 | ωB97M-V/def2-TZVPD
O -1.55 -0.36 0.69
C -0.68 0.33 0.22
O 1.68 -0.20 -0.20
C 2.05 -1.12 0.66
C 0.35 -0.25 -0.71
O 1.25 -2.01 1.07
O 3.25 -1.10 1.07
H 0.07 -1.27 -0.98
H 0.35 0.36 -1.62
In 2.69 -2.60 2.14
O -3.16 2.27 -0.80
C -2.49 1.75 0.18
O -1.20 1.69 -0.13
H -2.61 2.52 -1.57
```

***

ORCA calculation (ωB97M-V/def2-TZVPD) on a cluster of 2 separate species, CH3Br2ClOSi in total.

total charge	0
LUMO energy (alpha / beta)	-0.77 / -3.84	eV
HOMO-LUMO gap (alpha / beta)	10.235 / 3.648	eV
HOMO (alpha / beta)	-11.009 / -7.493	eV
ΔE to the lowest compared entry with this formula, charge and spin	491.2	kJ/mol
electronic energy	-6012.857409	Ha

XYZ file:
```
9
CH3Br2ClOSi | OMol25 | ωB97M-V/def2-TZVPD
C -0.51 0.80 -0.36
O 0.60 1.67 -0.34
Si 1.41 2.72 0.52
Cl 2.34 2.25 2.25
Br 2.60 3.81 -0.93
Br -3.65 0.15 0.24
H -0.96 0.46 -1.39
H -1.45 1.18 0.26
H -0.42 -0.07 0.27
```

***

ORCA calculation (ωB97M-V/def2-TZVPD) on a cluster of 2 separate species, CH3N2O4 in total.

total charge	-1
LUMO energy	4.16	eV
HOMO-LUMO gap	9.461	eV
HOMO	-5.301	eV
ΔE to the lowest compared entry with this formula, charge and spin	111.3	kJ/mol
electronic energy	-450.314688	Ha

XYZ file:
```
10
CH3N2O4 | OMol25 | ωB97M-V/def2-TZVPD
C -0.75 1.18 0.40
N -1.44 0.08 0.66
N -2.66 -0.12 0.17
O -3.29 -1.07 0.62
O -3.09 0.51 -0.84
O -0.86 1.74 -0.82
O 0.06 1.60 1.20
H -0.10 -0.84 1.55
H -1.79 1.52 -1.25
H 0.47 -1.26 1.64
```

***

ORCA calculation (ωB97M-V/def2-TZVPD) on the molecule C3H5NO.

SMILES	COCC#N
total charge	0
LUMO energy	0.77	eV
HOMO-LUMO gap	11.206	eV
HOMO	-10.436	eV
ΔE to the lowest compared entry with this formula, charge and spin	130.3	kJ/mol
electronic energy	-247.257602	Ha

XYZ file:
```
10
C3H5NO | OMol25 | ωB97M-V/def2-TZVPD
C 0.24 -0.63 -1.14
O -0.32 0.62 -0.81
C -0.37 1.03 0.53
C 0.03 0.04 1.55
N 0.33 -0.70 2.39
H 1.11 -0.49 -1.78
H -0.52 -1.22 -1.68
H 0.54 -1.19 -0.26
H -1.39 1.32 0.76
H 0.28 1.90 0.67
```

***

ORCA calculation (ωB97M-V/def2-TZVPD) on a cluster of 6 separate species, C41H53B2BrClN6O6S in total.

total charge	-1
LUMO energy	2.05	eV
HOMO-LUMO gap	6.771	eV
HOMO	-4.724	eV
electronic energy	-5855.952874	Ha

XYZ file:
```
111
C41H53B2BrClN6O6S | OMol25 | ωB97M-V/def2-TZVPD
C 1.29 5.75 1.02
C -0.12 5.56 1.84
S -0.11 3.84 2.59
C -1.05 2.61 1.48
C 0.00 2.06 0.35
N 0.22 2.95 -0.87
C -0.94 3.19 -1.55
C -1.65 2.19 -2.66
C -1.74 4.64 -1.31
O 1.30 2.24 1.06
B 2.05 1.04 1.47
Br 2.02 1.02 3.50
C 3.64 0.88 1.08
C 4.26 2.13 0.20
O 5.45 2.64 0.61
Cl 3.50 2.88 -1.31
O 1.12 -0.05 1.12
C 0.15 0.44 0.09
C 0.61 -0.04 -1.42
C 1.46 -1.43 -1.47
C 2.97 -1.07 -2.00
C 2.96 -0.85 -3.66
O 4.05 0.12 -3.97
C 3.45 1.29 -4.64
O 2.96 1.19 -5.90
B -1.14 -0.56 0.37
C -1.06 -2.07 1.03
O -2.49 -0.04 0.05
H 1.61 6.88 0.93
H 2.12 5.18 1.65
H 1.28 5.25 -0.05
H -1.09 5.81 1.24
H -0.08 6.33 2.75
H -1.47 1.80 2.22
H -1.99 3.19 1.05
H -0.75 1.77 -3.33
H -2.32 2.82 -3.39
H -2.18 1.25 -2.20
H -2.03 5.01 -2.41
H -0.98 5.47 -0.91
H -2.67 4.49 -0.62
H 4.24 0.87 2.11
H 3.91 -0.17 0.57
H 1.18 0.78 -2.04
H -0.41 -0.24 -2.02
H 0.97 -2.11 -2.33
H 1.42 -2.08 -0.50
H 3.24 0.00 -1.56
H 3.79 -1.86 -1.70
H 3.17 -1.84 -4.25
H 1.94 -0.34 -3.94
H 3.38 2.38 -4.17
H -1.50 -2.92 0.34
H 0.02 -2.40 1.36
H -1.72 -2.08 2.01
H -3.11 -0.81 -0.10
N 3.99 6.39 1.84
C 4.05 7.72 2.08
C 4.97 8.32 2.92
C 5.89 7.50 3.57
C 5.86 6.13 3.35
C 4.90 5.63 2.49
H 3.31 8.32 1.55
H 4.97 9.39 3.07
H 6.63 7.93 4.24
H 6.56 5.46 3.84
H 4.83 4.56 2.28
N -5.51 -2.02 -1.81
C -5.20 -2.77 -2.89
C -5.35 -2.34 -4.19
C -5.86 -1.06 -4.41
C -6.20 -0.27 -3.32
C -6.00 -0.79 -2.05
H -4.81 -3.76 -2.67
H -5.08 -2.98 -5.02
H -6.00 -0.69 -5.42
H -6.60 0.73 -3.45
H -6.25 -0.21 -1.16
N -0.82 -4.82 3.18
C 0.24 -4.24 3.77
C 0.81 -4.69 4.95
C 0.26 -5.81 5.57
C -0.84 -6.43 4.99
C -1.34 -5.91 3.80
H 0.63 -3.37 3.26
H 1.67 -4.18 5.38
H 0.68 -6.19 6.49
H -1.29 -7.30 5.44
H -2.19 -6.36 3.31
N 3.96 -4.22 -3.80
C 3.78 -5.13 -2.82
C 4.82 -5.83 -2.22
C 6.11 -5.58 -2.65
C 6.33 -4.65 -3.66
C 5.23 -4.00 -4.19
H 2.75 -5.29 -2.52
H 4.61 -6.55 -1.44
H 6.95 -6.11 -2.21
H 7.33 -4.43 -4.02
H 5.35 -3.25 -4.98
N -7.57 -4.27 1.54
C -7.40 -3.12 0.84
C -8.00 -1.92 1.17
C -8.83 -1.88 2.29
C -9.03 -3.05 3.03
C -8.38 -4.20 2.62
H -6.75 -3.20 -0.02
H -7.82 -1.03 0.58
H -9.32 -0.96 2.58
H -9.67 -3.05 3.90
H -8.50 -5.13 3.16
```

***

ORCA calculation (ωB97M-V/def2-TZVPD) on a structure of composition C5H11NO.

total charge	0
LUMO energy	0.24	eV
HOMO-LUMO gap	9.153	eV
HOMO	-8.914	eV
ΔE to the lowest compared entry with this formula, charge and spin	405.9	kJ/mol
electronic energy	-326.976757	Ha

XYZ file:
```
18
C5H11NO | OMol25 | ωB97M-V/def2-TZVPD
C 1.56 -1.72 0.87
C 0.62 -0.35 -0.88
N 1.55 -0.44 0.20
H 1.95 -1.59 1.88
H 2.29 -2.35 0.34
H 0.60 -2.24 0.90
H 1.05 0.16 -1.75
H 0.11 -1.27 -1.18
C -1.60 -0.06 0.37
C -0.60 2.01 -0.69
C -0.31 0.67 -0.03
O 0.57 0.81 1.04
H -1.23 1.89 -1.58
H -2.17 0.59 1.05
H -2.22 -0.28 -0.50
H -1.38 -0.99 0.90
H 0.33 2.50 -0.97
H -1.12 2.66 0.02
```

***

ORCA calculation (ωB97M-V/def2-TZVPD) on the molecule C4H5NO2.

total charge	0
LUMO energy	0.91	eV
HOMO-LUMO gap	9.545	eV
HOMO	-8.639	eV
ΔE to the lowest compared entry with this formula, charge and spin	388.7	kJ/mol
electronic energy	-360.521374	Ha

XYZ file:
```
12
C4H5NO2 | OMol25 | ωB97M-V/def2-TZVPD
C -2.17 0.89 0.35
C -0.45 -0.32 -0.63
C 0.38 -1.34 -0.69
O 1.74 -1.18 -0.40
C 2.02 -0.03 0.21
O 3.34 -0.02 0.30
N -1.22 0.62 -0.71
H -2.02 1.91 0.72
H -3.16 0.83 -0.09
H -2.09 0.17 1.18
H 0.09 -2.33 -1.00
H 3.55 0.80 0.76
```

***

ORCA calculation (ωB97M-V/def2-TZVPD) on a cluster of 4 separate species, C21H49FNP in total.

SMILES	[H]/N=C(/C)CPF.CCCCCC.CCCCCC.CCCCCC
total charge	0
LUMO energy	0.77	eV
HOMO-LUMO gap	9.848	eV
HOMO	-9.079	eV
electronic energy	-1325.502652	Ha

XYZ file:
```
73
C21H49FNP | OMol25 | ωB97M-V/def2-TZVPD
C -3.48 0.16 -2.98
C -2.19 -0.42 -3.49
N -1.82 -1.53 -3.02
C -1.43 0.34 -4.56
P 0.26 0.89 -4.13
F 0.11 1.82 -2.86
H -4.28 -0.48 -3.33
H -3.60 1.16 -3.40
H -3.52 0.19 -1.90
H -0.95 -1.83 -3.46
H -1.97 1.22 -4.90
H -1.31 -0.32 -5.42
H 0.94 -0.25 -3.61
C 3.56 -0.38 2.43
C 2.14 -0.92 2.59
C 1.72 -1.86 1.47
C 1.69 -1.23 0.07
C 0.78 -0.01 -0.06
C -0.69 -0.32 0.20
H 3.67 0.21 1.52
H 3.82 0.26 3.27
H 4.29 -1.20 2.40
H 1.44 -0.08 2.67
H 2.08 -1.46 3.54
H 0.73 -2.27 1.70
H 2.40 -2.72 1.44
H 1.36 -1.99 -0.64
H 2.70 -0.95 -0.22
H 0.88 0.39 -1.07
H 1.11 0.79 0.61
H -1.06 -1.08 -0.49
H -1.30 0.58 0.07
H -0.86 -0.67 1.22
C 9.75 -0.69 4.19
C 9.78 0.83 4.07
C 8.55 1.51 4.66
C 7.23 1.15 3.99
C 7.17 1.44 2.49
C 7.33 2.92 2.15
H 8.90 -1.12 3.65
H 10.66 -1.13 3.78
H 9.67 -1.00 5.23
H 9.91 1.11 3.02
H 10.67 1.20 4.59
H 8.70 2.59 4.62
H 8.48 1.25 5.72
H 6.42 1.70 4.48
H 7.01 0.09 4.15
H 6.20 1.09 2.11
H 7.93 0.86 1.96
H 6.55 3.51 2.63
H 7.25 3.07 1.07
H 8.30 3.30 2.47
C -10.47 -0.37 -0.67
C -10.03 -1.20 -1.88
C -8.55 -1.56 -1.86
C -7.59 -0.36 -1.91
C -7.77 0.56 -3.11
C -7.51 -0.13 -4.44
H -9.95 0.59 -0.63
H -11.54 -0.16 -0.71
H -10.27 -0.90 0.26
H -10.28 -0.66 -2.80
H -10.61 -2.12 -1.89
H -8.34 -2.23 -2.70
H -8.33 -2.14 -0.95
H -6.57 -0.74 -1.90
H -7.70 0.23 -0.99
H -7.08 1.40 -3.01
H -8.77 1.00 -3.12
H -6.49 -0.54 -4.48
H -7.62 0.57 -5.27
H -8.20 -0.95 -4.62
```

***

ORCA calculation (ωB97M-V/def2-TZVPD) on the molecule C6H10O.

SMILES	C[C@H]1CC=CCO1
total charge	0
LUMO energy	1.14	eV
HOMO-LUMO gap	10.514	eV
HOMO	-9.370	eV
ΔE to the lowest compared entry with this formula, charge and spin	35.3	kJ/mol
electronic energy	-309.828941	Ha

XYZ file:
```
17
C6H10O | OMol25 | ωB97M-V/def2-TZVPD
C -2.21 0.25 -0.09
C -0.75 0.24 0.36
C -0.14 -1.18 0.24
C 1.31 -1.17 -0.16
C 1.99 -0.03 -0.32
C 1.29 1.29 -0.16
O -0.09 1.18 -0.46
H -2.81 -0.45 0.50
H -2.26 -0.05 -1.14
H -2.63 1.25 0.00
H -0.68 0.57 1.41
H -0.72 -1.78 -0.48
H -0.25 -1.69 1.20
H 1.78 -2.13 -0.32
H 3.04 -0.04 -0.59
H 1.43 1.68 0.87
H 1.69 2.03 -0.85
```

***

ORCA calculation (ωB97M-V/def2-TZVPD) on a cluster of 3 separate species, C4H12N2O in total.

total charge	0
LUMO energy	0.53	eV
HOMO-LUMO gap	9.241	eV
HOMO	-8.716	eV
ΔE to the lowest compared entry with this formula, charge and spin	414.8	kJ/mol
electronic energy	-344.227051	Ha

XYZ file:
```
19
C4H12N2O | OMol25 | ωB97M-V/def2-TZVPD
C -0.24 -2.22 -0.07
O -0.91 -1.38 -1.03
C -0.65 -1.78 1.34
C -0.31 -0.32 1.70
H 0.86 -2.04 -0.16
H -0.51 -3.27 -0.33
H -0.13 -2.43 2.07
H -1.72 -1.93 1.45
H -0.58 -0.12 2.73
H -0.95 0.28 1.05
H 0.69 -0.01 1.37
N 0.99 3.13 -1.40
C 0.99 1.84 -0.91
N 0.05 1.06 -1.24
H 0.15 3.46 -1.85
H 1.86 3.63 -1.53
H 1.80 1.60 -0.22
H -0.17 -0.50 -1.17
H -1.22 1.00 -1.81
```

***

ORCA calculation (ωB97M-V/def2-TZVPD) on a structure of composition C33H29N3O4.

total charge	0
LUMO energy	-1.35	eV
HOMO-LUMO gap	5.289	eV
HOMO	-6.638	eV
ΔE to the lowest compared entry with this formula, charge and spin	165.3	kJ/mol
electronic energy	-1740.044364	Ha

XYZ file:
```
69
C33H29N3O4 | OMol25 | ωB97M-V/def2-TZVPD
C -2.93 -0.56 3.81
C -3.24 -1.68 2.84
C -4.51 -2.47 3.17
O -3.41 -1.18 1.50
C -2.30 -0.67 0.88
O -2.41 0.28 0.12
C -1.00 -1.37 1.11
C 0.12 -0.36 1.07
C 0.04 0.72 2.13
C 0.67 0.52 3.36
C 0.72 1.55 4.30
C 0.15 2.79 4.00
C 0.28 3.88 4.93
N 0.40 4.77 5.69
C -0.52 2.98 2.79
C -0.56 1.95 1.85
C -0.95 -2.12 2.40
O 0.08 -2.38 2.98
O -2.15 -2.64 2.84
H -2.01 -0.03 3.53
H -3.77 0.15 3.83
H -2.81 -0.98 4.82
H -4.66 -3.24 2.40
H -4.40 -2.95 4.14
H -5.36 -1.79 3.18
H 1.04 -0.94 1.22
H 0.09 0.09 0.07
H 1.13 -0.44 3.57
H 1.22 1.39 5.25
H -1.00 3.93 2.57
H -1.05 2.09 0.88
C 4.26 -1.86 -1.55
N 2.92 -2.41 -1.68
C 1.82 -1.93 -1.05
C 0.70 -2.77 -1.31
C -0.61 -2.68 -0.82
C -1.70 -3.19 -1.54
C -1.86 -3.22 -2.95
N -3.02 -3.85 -3.28
C -3.42 -4.18 -4.63
C -3.68 -4.26 -2.11
C -2.88 -3.89 -1.01
C -3.21 -4.38 0.25
C -4.36 -5.17 0.39
C -5.15 -5.52 -0.72
C -4.80 -5.07 -2.01
C 1.22 -3.82 -2.21
C 2.59 -3.55 -2.42
C 3.39 -4.26 -3.30
C 2.78 -5.31 -4.01
C 1.44 -5.64 -3.77
C 0.67 -4.92 -2.84
H 4.94 -2.42 -2.19
H 4.27 -0.80 -1.84
H 4.61 -1.93 -0.51
H 1.88 -0.98 -0.53
H -0.83 -2.20 0.22
H -1.19 -2.82 -3.71
H -4.38 -4.69 -4.60
H -3.50 -3.26 -5.23
H -2.68 -4.83 -5.12
H -2.56 -4.16 1.09
H -4.64 -5.54 1.38
H -6.03 -6.15 -0.59
H -5.38 -5.32 -2.89
H 4.44 -4.00 -3.43
H 3.35 -5.88 -4.74
H 0.98 -6.47 -4.32
H -0.35 -5.22 -2.61
```

***

ORCA calculation (ωB97M-V/def2-TZVPD) on a cluster of 8 separate species, FH14O7 in total.

total charge	-1
LUMO energy	3.60	eV
HOMO-LUMO gap	10.485	eV
HOMO	-6.884	eV
ΔE to the lowest compared entry with this formula, charge and spin	7.9	kJ/mol
electronic energy	-635.059540	Ha

XYZ file:
```
22
FH14O7 | OMol25 | ωB97M-V/def2-TZVPD
F 0.30 -0.09 -0.36
O -1.08 2.02 -0.37
H -0.58 1.22 -0.55
H -0.91 2.12 0.56
O -1.34 -2.10 -0.92
H -0.78 -1.33 -0.98
H -1.40 -2.40 -1.80
O 2.85 -0.98 0.10
H 3.42 -0.63 -0.57
H 1.94 -0.77 -0.19
O 1.31 1.27 1.66
H 1.90 0.66 2.07
H 0.98 0.88 0.82
O -0.90 -1.43 1.72
H -0.69 -2.35 1.58
H -0.41 -0.88 1.06
O -2.88 0.38 0.98
H -2.65 0.98 0.27
H -2.21 -0.24 1.22
O 1.23 1.07 -2.42
H 1.09 2.03 -2.17
H 0.81 0.55 -1.69
```

***

ORCA calculation (ωB97M-V/def2-TZVPD) on the ion C15H23BrF7IN3O8P2S with charge +1.

SMILES	COCCCCC[N@+]1(S(=O)(=O)C(F)(F)C(F)(F)C(F)(F)F)[C@H](CC(=O)I)[C@@H](P(O)Br)O[C@@H](ON=O)[C@H]1[PH2]=N
total charge	+1
LUMO energy	-3.96	eV
HOMO-LUMO gap	8.113	eV
HOMO	-12.070	eV
electronic energy	-6002.762841	Ha

XYZ file:
```
61
C15H23BrF7IN3O8P2S | OMol25 | ωB97M-V/def2-TZVPD
C 1.29 5.27 -0.08
O 0.76 5.21 -1.39
C 0.29 3.95 -1.79
C -1.00 3.53 -1.09
C -1.67 2.30 -1.70
C -0.73 1.11 -1.94
C -0.05 0.70 -0.62
N 0.08 -0.78 -0.26
S -1.58 -1.50 0.17
O -2.45 -1.08 -0.86
O -1.29 -2.84 0.53
C -2.26 -0.67 1.72
F -2.23 0.64 1.57
F -1.54 -1.00 2.77
C -3.75 -1.13 1.88
F -3.88 -2.39 1.51
F -4.48 -0.35 1.11
C -4.24 -0.98 3.36
F -5.56 -1.08 3.38
F -3.86 0.20 3.84
F -3.70 -1.95 4.11
C 0.93 -0.94 1.08
C 1.11 0.33 1.91
C 2.12 1.45 1.64
O 2.12 2.41 2.33
I 3.58 1.40 0.05
C 2.19 -1.79 0.93
P 2.59 -2.52 2.67
O 3.47 -3.79 2.23
Br 4.14 -1.01 3.22
O 1.90 -2.89 0.12
C 1.86 -2.45 -1.21
O 1.80 -3.53 -2.05
N 3.23 -3.97 -2.36
O 3.21 -4.95 -2.94
C 0.63 -1.53 -1.51
P -0.54 -2.46 -2.71
N -1.16 -3.84 -2.40
H 1.45 4.28 0.34
H 0.62 5.83 0.58
H 2.26 5.79 -0.12
H 1.10 3.21 -1.62
H 0.11 4.03 -2.87
H -1.69 4.38 -1.16
H -0.82 3.39 -0.01
H -2.14 2.55 -2.65
H -2.48 1.97 -1.03
H 0.05 1.41 -2.65
H -1.29 0.31 -2.40
H -0.52 1.20 0.21
H 0.99 1.04 -0.64
H 0.31 -1.61 1.68
H 0.17 0.87 2.04
H 1.34 -0.02 2.92
H 3.06 -1.25 0.55
H 4.21 -3.65 1.63
H 2.78 -1.88 -1.41
H 1.05 -0.73 -2.12
H 0.33 -2.34 -3.80
H -1.48 -1.48 -3.03
H -0.88 -4.33 -1.57
```

***

ORCA calculation (ωB97M-V/def2-TZVPD) on a structure of composition C3H3MgO3Rb.

multiplicity	2
total charge	-1
⟨S²⟩	0.750
LUMO energy (alpha / beta)	1.36 / 1.36	eV
HOMO-LUMO gap (alpha / beta)	2.344 / 4.514	eV
HOMO (alpha / beta)	-0.982 / -3.152	eV
ΔE to the lowest compared entry with this formula, charge and spin	206.8	kJ/mol
electronic energy	-565.860573	Ha

XYZ file:
```
11
C3H3MgO3Rb | OMol25 | ωB97M-V/def2-TZVPD
H 1.63 -0.42 -1.55
C 1.12 -1.31 1.10
C 0.04 -1.03 0.31
O -0.09 0.36 0.06
C -1.26 0.86 -0.43
O -1.09 1.96 -1.00
O 2.18 -0.54 1.10
Rb -4.78 2.74 -1.61
H 0.96 -2.00 1.94
H -0.91 -1.57 0.33
Mg 2.19 0.96 -0.25
```